#a
DFT (ωB97M-V with the def2-TZVPD basis set) results for the molecule C5H7N.

The HOMO energy is -0.3176 hartree. The calculation puts the orbital gap at 9.1 eV. As for the net charge: 0. For the molar mass, the calculation gives 81.12 g/mol.

Element x y z (Å)
N: -2.7546 0.8004 -1.1822
C: -1.6424 0.9692 -0.9204
C: -0.2265 1.1359 -0.6070
C: 0.3456 -0.2559 -0.3151
C: -0.4711 -1.1629 0.8123
C: 1.4877 -0.3526 0.5603
H: -0.1176 1.7726 0.2788
H: 0.2451 1.6826 -1.4398
H: 0.4607 -0.8564 -1.2229
H: -0.6395 -2.2572 0.6722
H: -0.7897 -0.9778 1.8615
H: 1.7865 0.5320 1.1435
H: 2.3160 -1.0301 0.3589

***

#b
DFT (ωB97M-V with the def2-TZVPD basis set) results for the molecule C5H7N.

The HOMO energy (alpha / beta) is -0.2620 / -0.2619 hartree. The calculation puts the orbital gap (alpha / beta) at 6.9 / 6.9 eV. As for the net charge: 0. For the molar mass, the calculation gives 81.12 g/mol.

Element x y z (Å)
C: 1.3777 -0.2811 -0.4075
C: 0.6547 0.0092 0.9095
C: -0.4194 1.0696 0.6584
C: 0.1822 -0.0088 -1.4013
C: -0.9427 -0.8310 -0.6747
N: -0.7458 -0.2295 0.6467
H: 1.8310 -1.2791 -0.4590
H: 2.1760 0.4554 -0.5796
H: 1.0498 -0.2810 1.8842
H: 0.6824 0.8296 -1.9203
H: -0.6291 0.4301 -2.2338
H: -0.8279 -1.9212 -0.6558
H: -1.9572 -0.6145 -1.0298

***

#c
DFT (ωB97M-V with the def2-TZVPD basis set) results for the molecule C5H7N.

The HOMO energy is -0.4015 hartree. The calculation puts the orbital gap at 11.9 eV. As for the net charge: 0. Its SMILES is N#CCC1CC1. For the molar mass, the calculation gives 81.12 g/mol.

Element x y z (Å)
N: 2.6778 -0.5547 1.4358
C: 2.0577 -0.2303 0.5157
C: 1.1575 0.1898 -0.5600
C: -0.1824 0.5124 0.0627
C: -1.0045 -0.5385 0.7461
C: -1.4453 0.1244 -0.6127
H: 1.0652 -0.6149 -1.2995
H: 1.5772 1.0587 -1.0794
H: -0.2257 1.4787 0.5556
H: -1.3884 -0.2786 1.7432
H: -0.7354 -1.6008 0.7627
H: -1.3207 -0.4209 -1.5576
H: -2.2331 0.8748 -0.7126

***

#d
DFT (ωB97M-V with the def2-TZVPD basis set) results for the molecule C5H7N.

The HOMO energy is -0.2974 hartree. The calculation puts the orbital gap at 9.1 eV. As for the net charge: 0. Its SMILES is Cc1ccc[nH]1. For the molar mass, the calculation gives 81.12 g/mol.

Element x y z (Å)
C: -0.0940 -1.8883 0.1520
C: -0.0325 -0.4029 0.0899
C: 0.1913 0.5187 1.0675
C: 0.0955 1.8164 0.4923
C: -0.1461 1.6615 -0.8460
N: -0.2605 0.3134 -1.0616
H: -1.1173 -2.2532 0.0108
H: 0.5429 -2.3670 -0.6005
H: 0.2438 -2.2268 1.1364
H: 0.3925 0.3287 2.1157
H: 0.9312 2.2420 1.0456
H: -0.2791 2.3678 -1.6527
H: -0.4678 -0.1103 -1.9495

***

Quick one: least stable of them? #b

***

#a
DFT (ωB97M-V with the def2-TZVPD basis set) results for the molecule C5H7N.

The HOMO energy is -0.3256 hartree. The calculation puts the orbital gap at 9.8 eV. As for the net charge: 0. Its SMILES is [H]/N=C1\[C@@H]2[C@@H](C)[C@H]12. For the molar mass, the calculation gives 81.12 g/mol.

Element x y z (Å)
H: -3.4803 0.8984 -0.0736
N: -2.9152 -0.0429 -0.1817
C: -1.6638 -0.0377 -0.0113
C: -0.5515 0.7712 0.0504
C: 0.5143 -0.1853 -0.6086
C: 1.8921 -0.0732 -0.0974
C: -0.5410 -0.7860 0.3294
H: -0.1428 1.4700 0.7673
H: 0.3373 -0.5331 -1.6661
H: 2.0018 0.5248 0.9227
H: 2.7347 0.5222 -0.7022
H: 2.2822 -1.1239 0.0672
H: -0.4676 -1.4045 1.2039

***

#b
DFT (ωB97M-V with the def2-TZVPD basis set) results for the molecule C5H7N.

The HOMO energy is -0.3218 hartree. The calculation puts the orbital gap at 9.9 eV. As for the net charge: 0. Its SMILES is C#CCN1CC1. For the molar mass, the calculation gives 81.12 g/mol.

Element x y z (Å)
C: -2.5433 -0.1200 -1.4017
C: -1.6721 -0.5343 -0.6856
C: -0.5606 -0.9502 0.1830
N: 0.2605 0.1917 0.3830
C: 1.2946 0.7771 -0.3521
C: 1.3487 0.4988 1.2114
H: -3.3247 0.2387 -2.0344
H: -0.9362 -1.2131 1.1783
H: -0.0585 -1.8389 -0.2342
H: 1.1996 1.8103 -0.6732
H: 1.7919 0.1492 -1.1254
H: 1.0188 1.1320 2.0554
H: 2.1812 -0.1412 1.4956

***

#c
DFT (ωB97M-V with the def2-TZVPD basis set) results for the molecule C5H7N.

The HOMO energy is -0.2982 hartree. The calculation puts the orbital gap at 7.4 eV. As for the net charge: 0. For the molar mass, the calculation gives 81.12 g/mol.

Element x y z (Å)
C: -2.7778 -0.0880 0.2767
C: -1.4998 0.2517 -0.0080
C: -0.2434 -0.4187 0.2682
C: 0.8969 -0.1542 -0.5748
C: 2.1166 0.3459 0.2062
N: 2.1085 -0.9805 -0.3022
H: -1.4163 1.2778 -0.3906
H: -3.5092 0.7182 0.2797
H: -3.1627 -1.0917 0.4541
H: 0.8584 0.1866 -1.6128
H: 2.0079 0.5260 1.2725
H: 2.7650 1.0446 -0.3216
H: 1.8559 -1.6178 0.4527

***

Quick one: least stable of them? #c

***

#a
DFT (ωB97M-V with the def2-TZVPD basis set) results for a structure of composition C5H7N.

The HOMO energy is -0.3025 hartree. The calculation puts the orbital gap at 8.2 eV. As for the net charge: 0. For the molar mass, the calculation gives 81.12 g/mol.

Element x y z (Å)
C: -1.1840 0.1013 -1.2110
C: 0.1814 0.2021 -0.5962
C: 0.3796 0.8342 0.6920
C: 0.7615 -0.9696 0.1499
C: 0.5703 -1.0256 1.5541
N: 0.5039 -0.9270 2.7169
H: -1.1291 -0.5171 -2.1106
H: -1.5453 1.0981 -1.4748
H: -1.8827 -0.3687 -0.5127
H: 0.9465 0.5926 -1.2689
H: -0.4946 0.9877 1.3361
H: 1.2524 1.3923 0.9929
H: 1.5945 -1.5544 -0.2710

***

#b
DFT (ωB97M-V with the def2-TZVPD basis set) results for the molecule C5H7N.

The HOMO energy is -0.2856 hartree. The calculation puts the orbital gap at 8.8 eV. As for the net charge: 0. Its SMILES is Cc1ccc[nH]1. For the molar mass, the calculation gives 81.12 g/mol.

Element x y z (Å)
C: 2.0272 -0.4748 -0.3573
C: 0.6410 -0.0545 -0.1806
C: -0.0330 1.1713 -0.2908
C: -1.3265 0.9712 0.1206
C: -1.5317 -0.3469 0.4563
N: -0.2999 -0.9454 0.2946
H: 2.3265 -0.2833 -1.4018
H: 2.2239 -1.5159 -0.1309
H: 2.7505 0.1598 0.1625
H: 0.5020 2.0086 -0.7134
H: -2.1645 1.6498 0.1251
H: -2.4220 -0.7502 0.8982
H: -0.0594 -1.8918 0.5258

***

#c
DFT (ωB97M-V with the def2-TZVPD basis set) results for the molecule C5H7N.

The HOMO energy is -0.3362 hartree. The calculation puts the orbital gap at 10.3 eV. As for the net charge: 0. Its SMILES is C#C[C@@H]1CN1C. For the molar mass, the calculation gives 81.12 g/mol.

Element x y z (Å)
C: -2.6447 -0.4446 -1.1467
C: -1.5585 -0.6591 -0.6745
C: -0.2503 -0.7148 -0.0498
C: -0.0925 -0.1224 1.3278
N: 0.3149 0.6026 0.1513
C: 1.6892 0.7644 -0.2639
H: -3.6115 -0.2366 -1.5460
H: 0.4289 -1.4881 -0.4200
H: 0.6300 -0.4563 2.0764
H: -1.0157 0.2567 1.7651
H: 1.6579 0.8280 -1.3567
H: 2.3941 -0.0432 0.0079
H: 2.0582 1.7134 0.1291

***

#d
DFT (ωB97M-V with the def2-TZVPD basis set) results for a structure of composition C5H7N.

The HOMO energy is -0.3115 hartree. The calculation puts the orbital gap at 9.6 eV. As for the net charge: 0. For the molar mass, the calculation gives 81.12 g/mol.

Element x y z (Å)
C: 0.3540 -0.9388 -0.7362
C: -0.5726 -0.7327 0.4593
C: 1.0271 0.2753 0.1063
C: 0.1043 1.3356 -0.2394
C: -1.0614 0.6819 0.0213
H: 0.6904 -2.1323 -0.7104
H: 0.1293 -0.7397 -1.7636
H: -1.3238 -1.4920 0.9360
H: 0.1415 0.4281 1.7938
H: 2.0090 0.7455 0.0792
H: 0.3293 2.0483 -1.1266
H: -2.1829 0.8909 -0.0744
N: 0.3560 -0.3701 1.2547

***

Quick one: least stable of them? #d

***

#a
DFT (ωB97M-V with the def2-TZVPD basis set) results for the molecule C5H7N.

The HOMO energy is -0.2583 hartree. The calculation puts the orbital gap at 7.6 eV. As for the net charge: 0. For the molar mass, the calculation gives 81.12 g/mol.

Element x y z (Å)
C: -1.9672 0.2448 0.3876
N: -0.6469 -0.1833 -0.4720
C: 0.0810 -1.1997 0.2456
C: 1.3411 -0.7901 0.4460
C: 1.4974 0.5231 -0.1735
C: 0.3222 0.8525 -0.7296
H: -1.5235 0.3198 1.3973
H: -1.0472 -0.5483 -1.3344
H: -2.0737 1.2983 0.0653
H: -0.4733 -2.0616 0.5872
H: 2.0982 -1.3176 1.0113
H: 2.3901 1.1349 -0.1526
H: 0.0018 1.7272 -1.2781

***

#b
DFT (ωB97M-V with the def2-TZVPD basis set) results for the molecule C5H7N.

The HOMO energy is -0.3430 hartree. The calculation puts the orbital gap at 10.5 eV. As for the net charge: 0. Its SMILES is C1[C@H]2CN3[C@H]2[C@H]13. For the molar mass, the calculation gives 81.12 g/mol.

Element x y z (Å)
C: -0.7143 1.0356 -0.0278
C: 0.6316 0.4745 -0.4935
C: 1.0902 -0.3079 0.7510
N: 0.0050 -1.2772 0.5344
C: -0.1100 -0.8550 -0.8637
C: -1.1408 -0.4266 0.1370
H: -0.7060 1.7567 0.8009
H: -1.3002 1.4391 -0.8579
H: 1.2998 1.0754 -1.1123
H: 0.9730 0.1866 1.7194
H: 2.0513 -0.8187 0.6441
H: 0.0393 -1.5260 -1.7058
H: -2.1189 -0.7565 0.4741

***

#c
DFT (ωB97M-V with the def2-TZVPD basis set) results for the molecule C5H7N.

The HOMO energy is -0.3266 hartree. The calculation puts the orbital gap at 9.9 eV. As for the net charge: 0. Its SMILES is CC#C[C@H]1CN1. For the molar mass, the calculation gives 81.12 g/mol.

Element x y z (Å)
C: 0.6053 2.4765 -0.3747
C: 0.7132 1.1384 0.1527
C: 0.6865 -0.0169 0.4957
C: 0.3627 -1.3658 0.1264
C: -0.8466 -1.9983 0.6709
N: -0.8389 -1.5356 -0.7188
H: 1.3792 3.0584 0.1163
H: -0.4008 2.8425 -0.1508
H: 0.7749 2.4489 -1.4603
H: 1.2239 -1.9051 -0.2569
H: -1.4233 -1.3857 1.3665
H: -0.8254 -3.0645 0.8485
H: -1.4106 -0.6927 -0.8154

***

Quick one: least stable of them? #a